Record 1
C5H7Cl in the gas phase at a distorted geometry. Source: the OMol25 dataset; level of theory: the ωB97M-V functional and the def2-TZVPD basis.

```
13
Properties=species:S:1:pos:R:3:forces:R:3
Cl 2.47085 0.22048 0.06852 -1.6 -0.4 0.0
C -0.01735 0.23400 -1.40412 -2.6 -1.6 0.8
C -0.29816 0.79745 -0.04993 -1.7 1.3 0.5
C 0.32764 -1.61102 0.54456 3.8 1.3 0.3
C -0.94985 1.65459 0.70938 -2.3 1.2 -2.6
C 0.63104 -0.23095 -0.13488 3.2 -1.9 0.0
H 0.25231 0.98045 -2.07298 1.5 0.9 -1.1
H -0.80198 1.83440 1.72556 0.6 -0.1 1.5
H -0.53685 -2.09910 0.23750 -1.7 -0.4 -0.7
H -1.81688 2.31323 0.27717 1.8 -1.4 0.6
H 0.25213 -1.26996 1.59422 0.1 -1.0 -0.3
H 1.22510 -2.33629 0.36230 -1.6 1.4 0.6
H -0.73801 -0.48730 -1.85730 0.5 0.6 0.5
```
Positions in Å, forces in eV/Å.

Computed properties:
DFT total energy in a.u.: -654.80881
Highest occupied orbital energy in eV: -9.917
SMILES: C=C1C[C@@]1(C)Cl

---

Record 2
C5H7N3 in the gas phase at a distorted geometry. Source: the OMol25 dataset; level of theory: the ωB97M-V functional and the def2-TZVPD basis.

```
15
Properties=species:S:1:pos:R:3:forces:R:3
N -0.25911 -1.90274 0.23379 0.7 -0.7 1.9
N -2.83547 1.05889 0.80213 0.1 -0.2 -0.2
N -0.94376 -1.55496 -0.69193 -1.0 2.6 -0.8
C 0.03984 -0.61046 0.87559 -1.6 0.5 -1.1
C -0.04019 0.77109 -1.53658 -0.1 -1.4 -0.3
C -0.77498 0.15220 -0.32174 3.3 -4.5 -1.6
C -1.92308 0.64468 0.23016 -2.6 1.8 0.6
C 1.44714 -0.27157 1.05097 2.7 1.3 -1.4
H 1.68965 -0.44822 2.08657 0.5 0.4 0.3
H -0.73037 1.51777 -1.93454 1.0 0.8 0.1
H 2.29856 -0.80243 0.43076 -2.1 0.8 0.8
H -0.50792 -0.35457 1.81336 0.3 -0.9 -0.6
H 1.44699 0.83985 0.74037 0.7 -1.5 1.1
H 1.07073 0.90641 -1.38103 -1.5 1.0 0.2
H 0.02198 0.05406 -2.39789 -0.5 0.0 0.9
```
Positions in Å, forces in eV/Å.

Computed properties:
DFT total energy in a.u.: -358.84693
Highest occupied orbital energy in eV: -9.143
SMILES: C[C@@H]1N=N[C@@]1(C)C#N

---

Record 3
A molecular structure, C41H45Cl3IIrN4O3SSbSi2 at a distorted geometry. Source: the OMol25 dataset; level of theory: the ωB97M-V functional and the def2-TZVPD basis.

```
102
Properties=species:S:1:pos:R:3:forces:R:3
Ir 0.13841 -1.48720 -0.95851 1.4 -0.4 0.9
I -0.27083 -6.02804 3.36663 0.0 0.0 0.0
Sb -0.62629 1.83281 1.67183 0.1 0.3 -0.1
Cl -2.61504 -4.96901 -4.14729 0.0 0.0 0.0
Cl -3.25701 -5.81691 -1.45867 0.0 0.1 0.0
Cl -0.50893 -5.74543 -2.32441 0.0 0.0 0.0
S -1.53763 -0.89946 0.43815 -0.4 -0.3 -0.6
Si 1.44102 -1.61708 -4.18887 0.1 0.1 0.1
Si 1.91728 -1.38103 1.95080 -0.1 -0.1 0.2
O 0.59253 -3.52017 0.28074 0.1 -0.1 -0.1
O -0.84896 -2.93025 -2.08488 -0.5 -0.1 -0.1
O -3.08085 -2.89062 -1.72461 0.2 -0.1 -0.1
N 1.76699 -1.17861 0.16065 -0.3 0.6 -0.2
N -1.51091 -4.04530 0.93219 -0.1 -0.2 -0.2
N -1.95816 4.49738 -4.75873 0.0 0.0 0.0
N 1.63562 -1.42510 -2.41997 -0.7 -0.9 -0.5
C -0.21121 -4.28253 0.82265 0.0 0.0 0.1
C 5.16034 -0.40818 -2.12876 0.1 -0.1 0.3
C -2.08088 -4.92702 -2.45082 0.0 -0.1 -0.1
C 2.63509 0.19157 2.67764 0.2 0.1 -0.1
C 1.25957 6.02165 3.64298 0.0 0.0 0.0
C -1.95307 1.22856 -3.49331 0.0 0.0 0.0
C 2.82081 -1.03090 -1.94320 0.2 0.4 0.0
C -0.09761 2.47073 -2.58666 0.0 0.0 0.0
C -3.54535 0.42750 5.42083 0.0 0.0 0.0
C -1.38229 1.06621 4.59023 0.0 -0.1 0.0
C -0.17192 4.10633 3.94396 0.0 0.1 -0.1
C 5.31690 -0.64208 -0.73822 0.1 0.1 -0.3
C 2.88373 -2.63591 -4.84655 0.1 -0.1 0.0
C 0.09753 3.66157 2.64970 0.0 0.0 0.1
C 0.40746 5.27014 4.43936 0.0 0.0 0.0
C -3.66853 4.83098 0.48840 0.0 0.0 0.0
C -4.03270 2.92381 -0.91610 0.0 0.0 0.0
C 4.23769 -0.94760 0.03854 -0.5 0.0 -0.1
C -1.63691 3.57394 -4.15193 0.1 -0.1 0.1
C 0.30083 1.34465 -1.88565 0.1 0.0 0.0
C 0.33445 -5.58345 1.36988 0.0 -0.1 -0.1
C 3.10720 -2.80323 2.30023 0.1 -0.1 -0.1
C -2.57863 4.19588 1.06990 0.0 0.0 0.0
C 3.94522 -0.59323 -2.71480 -0.4 -0.1 0.1
C -1.89076 1.21539 3.30069 0.0 0.0 0.0
C -0.41843 0.15107 -1.96227 0.0 0.3 0.0
C 1.52850 5.60405 2.34660 0.0 0.0 0.0
C -0.07309 -2.50124 -4.78987 -0.2 -0.1 0.1
C 0.36977 -1.74390 2.91712 -0.2 -0.1 0.1
C -1.56020 0.11327 -2.77103 0.0 0.1 0.0
C -2.20032 0.68187 5.64562 0.0 0.0 0.0
C 1.43028 0.07187 -5.00618 0.1 0.2 0.0
C -2.02529 -3.41144 -2.01780 -0.3 0.3 0.1
C 0.95905 4.43273 1.86603 0.0 0.0 0.1
C -3.23918 0.93645 3.08608 0.0 0.0 0.0
C -2.20316 2.91308 0.66951 -0.2 -0.1 0.1
C -4.06062 0.55041 4.13701 0.0 0.0 0.0
C -2.94262 2.28859 -0.33386 0.1 0.0 0.0
C 2.92672 -1.04996 -0.52952 0.7 0.4 0.2
C -1.22491 2.41274 -3.40155 -0.1 0.2 -0.1
C -4.40322 4.19416 -0.50193 0.0 0.0 0.0
H 6.29678 -0.55671 -0.28537 0.0 0.0 0.0
H 1.41638 -5.52965 1.36846 0.0 0.0 0.0
H 2.03286 0.06697 -5.91935 -0.1 0.0 0.0
H 2.49822 -3.43129 -5.48954 0.0 0.0 0.0
H 0.19056 5.59117 5.45173 0.0 0.0 0.0
H 3.45583 -3.10312 -4.04214 0.0 0.0 0.0
H 4.37155 -1.09449 1.09718 0.1 0.1 0.0
H 0.45980 3.39589 -2.50784 0.0 0.0 0.0
H -2.16396 -0.78504 -2.80865 0.0 0.0 0.0
H 1.70922 6.92866 4.02857 0.0 0.0 0.0
H -3.65386 1.00764 2.08736 0.0 0.1 0.0
H 2.18657 6.18774 1.71392 0.0 0.0 0.0
H 4.04955 -2.45166 2.72878 0.0 0.0 0.0
H -0.85797 3.55496 4.57530 0.0 0.0 0.0
H -5.25672 4.68797 -0.95051 0.0 0.0 0.0
H 1.18631 4.11674 0.85050 0.0 0.0 0.0
H 1.88192 0.97761 2.72433 0.0 0.0 0.0
H 3.47403 0.58743 2.10321 0.0 0.0 0.1
H 6.00663 -0.08769 -2.72293 0.0 0.0 0.0
H 0.51500 -2.64768 3.51663 0.0 0.0 0.0
H -0.01139 -3.57527 -4.61028 0.0 0.0 0.0
H 0.14186 -0.92136 3.59849 0.0 0.0 0.0
H -3.94304 5.82817 0.81208 0.0 0.0 0.0
H 3.57908 -2.03600 -5.43757 0.0 0.0 0.0
H -2.02104 4.70984 1.84298 0.0 0.0 0.0
H 1.19162 1.38742 -1.26785 0.0 0.0 0.0
H 3.81902 -0.40320 -3.77174 0.0 -0.1 0.0
H 3.34729 -3.36617 1.39508 0.0 0.0 0.0
H 0.40847 0.35311 -5.27351 0.0 0.0 0.0
H 1.81725 0.85408 -4.35056 0.0 0.0 0.0
H -0.10341 -2.32949 -5.87170 0.0 0.0 0.0
H 2.98202 -0.00418 3.69774 0.0 0.0 0.0
H -2.67024 1.29307 -0.66009 0.0 0.0 0.0
H -1.89342 -3.16483 0.58149 0.0 0.2 0.0
H -4.59076 2.42082 -1.69710 0.0 0.0 0.0
H -2.83397 1.18939 -4.12231 0.0 0.0 0.0
H 2.65459 -3.49283 3.01712 0.0 0.0 0.0
H -5.10956 0.35201 3.95247 0.0 0.0 0.0
H -0.51377 -1.88943 2.29796 0.0 0.0 0.1
H -1.78785 0.59009 6.64362 0.0 0.0 0.0
H -0.00203 -6.41499 0.75450 0.0 0.0 0.0
H -1.00369 -2.14139 -4.35685 0.0 0.1 -0.1
H -0.32823 1.24222 4.78253 0.0 0.0 0.0
H -4.18789 0.13128 6.24113 0.0 0.0 0.0
H -2.13711 -4.74233 1.29469 0.0 0.0 0.1
```
Positions in Å, forces in eV/Å.

Computed properties:
DFT total energy in a.u.: -5034.30521
Highest occupied orbital energy (spin up / spin down) in eV: -4.035 / -4.264
Charge: -1

---

Record 4
A molecular structure, CH21O9 at a distorted geometry. Source: the OMol25 dataset; level of theory: the ωB97M-V functional and the def2-TZVPD basis.

```
31
Properties=species:S:1:pos:R:3:forces:R:3
O 1.32729 1.81350 1.28734 1.1 1.0 1.3
O -0.82876 0.56484 2.80882 0.1 0.0 1.1
O 1.35636 -0.09646 -2.01938 3.1 -0.1 -1.4
O -2.06926 0.49418 1.00389 -6.6 -1.2 1.4
O -0.65014 0.19091 -2.12374 -5.4 -1.5 -8.0
O 1.14238 -2.84293 1.43935 -0.2 0.1 0.1
O 0.20061 2.82660 -0.94206 0.1 2.4 -1.0
O -0.24920 0.79138 -0.18155 1.6 -4.1 3.7
O -0.63468 -2.51044 -1.77136 -0.4 0.3 0.2
C 0.38452 -0.36503 0.37469 -0.3 -2.5 2.3
H 1.23450 -0.23819 -1.08061 1.0 0.5 -1.5
H -1.20287 0.52257 0.59137 2.9 0.9 -2.1
H -0.05537 2.39877 -1.75917 0.2 0.6 0.0
H 0.50066 -0.26221 1.45359 0.3 -0.4 -0.3
H 1.65111 1.15696 1.90406 0.5 0.2 0.3
H -0.42665 0.99223 -2.60285 0.5 -0.1 -0.5
H 0.26332 2.11316 -0.30701 0.2 1.5 -1.0
H 1.27933 -2.29604 0.66580 0.4 -0.4 0.0
H 2.20072 0.34929 -2.08716 0.6 0.1 -0.1
H -0.57547 1.02470 3.60920 0.2 0.1 0.4
H 1.20983 -3.74050 1.11367 0.1 -0.4 0.1
H -2.67600 0.31379 0.28213 -0.8 0.0 -0.2
H -2.27647 1.34837 1.38992 -0.5 0.4 0.6
H -0.57462 1.15711 2.10111 1.0 0.8 0.8
H 0.27363 -2.23709 -1.64296 0.4 -0.1 -0.4
H -1.60641 0.10716 -2.13463 -0.6 -0.3 -0.1
H 1.32892 -0.66942 -0.07652 0.4 0.2 1.8
H -0.18577 -1.29188 0.31297 -0.8 0.3 -0.4
H 0.74382 1.32790 0.70427 0.9 0.7 0.6
H -0.79145 -3.15433 -1.08067 -0.2 -0.4 0.1
H -0.29388 0.21113 -1.23252 0.1 1.3 2.2
```
Positions in Å, forces in eV/Å.

Computed properties:
DFT total energy in a.u.: -727.24382
Highest occupied orbital energy in eV: -14.400
Charge: +1

---

Record 5
2 unconnected molecules or ions with the total composition C3H6Br2O at a distorted geometry. Source: the OMol25 dataset; level of theory: the ωB97M-V functional and the def2-TZVPD basis.

```
12
Properties=species:S:1:pos:R:3:forces:R:3
Br 4.65494 -0.87392 0.15175 -0.1 0.3 1.6
Br 0.80895 2.28188 -0.17197 0.1 0.4 0.2
O -1.17586 -1.06899 -0.82713 -2.8 -1.9 -0.3
C 0.00055 0.89153 -1.29377 3.9 -0.6 0.4
C 0.84322 -0.81561 0.30214 4.2 -2.6 3.9
C -0.24164 -0.43515 -0.52062 1.3 3.0 -2.2
H 0.71147 -1.76128 0.95882 -0.5 1.7 -0.9
H 4.46793 -0.56776 1.60101 0.2 -0.3 -1.6
H 1.29698 0.00238 0.93037 -1.0 -0.8 -0.4
H 1.80807 -1.14534 -0.19055 -1.3 0.6 -0.6
H 0.84783 0.75554 -2.07270 -1.8 -0.1 1.1
H -0.79938 1.41620 -1.65897 -2.2 0.4 -1.2
```
Positions in Å, forces in eV/Å.

Computed properties:
DFT total energy in a.u.: -5341.13585
Highest occupied orbital energy in eV: -9.834
SMILES: CC(=O)CBr.Br